{
  "formula": "C4H11N2S",
  "method": "ωB97M-V with the def2-TZVPD basis set",
  "elements": ["C", "H", "H", "H", "H", "H", "H", "H", "C", "H", "C", "H", "H", "N", "N", "S", "H", "C"],
  "xyz": [[0.4732, 1.0084, -0.7259], [1.4487, 0.4571, -3.7246], [1.4769, 0.6122, -0.5158], [-0.6870, -1.9258, 0.2151], [0.8826, 0.2763, 1.6947], [-0.7250, 1.0772, 1.8624], [1.1345, 2.2045, -3.7466], [2.2156, 1.6347, -2.4758], [-0.4508, -0.0379, -0.0009], [0.3859, 1.8283, 0.0301], [-0.2098, 0.1430, 1.5223], [-1.4991, 0.2400, -0.2163], [0.8021, -1.5907, -0.3356], [0.2554, 1.3003, -2.0817], [-0.1840, -1.3963, -0.5099], [-0.7816, -1.2572, 2.5651], [-0.6538, 1.2228, -2.4935], [1.3362, 1.3636, -3.0625]],
  "lumo_energy_ev": [5.73, 5.68],
  "orbital_gap_ev": [1.9, 6.0],
  "spin_multiplicity": 2,
  "total_charge": -2,
  "s_squared": 0.751,
  "e_homo_ev": [3.83, -0.37],
  "relative_energy_kj_mol": 53.7
}